The following is a DFT calculation (ωB97M-V with the def2-TZVPD basis set) of a cluster of 7 separate species, C48H88N3O21PS2 in total at a distorted geometry.

XYZ file:
```
163
Properties=species:S:1:pos:R:3:forces:R:3
C 0.217848 2.405831 0.993751 0.006 -0.470 -0.039
C -0.863749 1.381857 1.407870 0.599 0.102 0.009
C -0.276284 -0.026877 1.504198 -0.097 0.094 0.540
C -1.314645 -1.086741 1.903781 -0.070 0.375 -0.497
N -1.527852 -2.063740 0.811182 -0.149 -1.081 1.382
C -0.262655 -2.683091 0.363865 0.490 -0.187 -0.935
C 0.251460 -2.357177 -1.061840 -0.143 0.385 0.243
C -0.714473 -1.703586 -2.049068 -0.185 0.152 -0.057
C -0.689213 -0.159346 -1.991178 0.087 -0.361 -0.227
C -0.256376 0.536252 -3.305901 -0.235 0.253 0.541
O -1.118841 0.081482 -4.340707 0.133 0.124 0.032
C -0.569285 -0.409455 -5.553052 -0.349 -0.227 -0.815
N 0.205157 0.607898 -6.251603 -0.029 -0.226 0.279
C -1.755981 -0.884749 -6.404732 -0.030 -0.575 0.543
C -2.282514 -2.296115 -6.086050 -0.257 0.430 -0.246
C -2.954125 -2.475053 -4.720699 0.022 -0.635 -0.220
O -4.193868 -3.185871 -4.874672 0.257 -0.081 -0.128
P 1.535477 0.099157 -3.460553 0.295 -0.598 -0.116
O 1.897161 -1.337912 -3.583540 -0.041 -0.064 -0.079
C -0.347281 2.082362 -3.053284 0.115 -0.124 -0.280
C 0.260410 2.975819 -4.145564 0.056 0.569 0.389
C 0.291508 4.445447 -3.697568 0.071 -0.315 0.180
N -1.694904 2.480025 -2.646656 0.335 -0.371 -0.324
C -2.647324 2.752319 -3.720549 -0.493 0.386 0.320
C -4.110419 2.362259 -3.381749 0.205 -0.045 0.072
C -4.498781 0.972970 -3.898777 -0.211 0.308 0.237
C -4.431923 2.471774 -1.893540 -0.532 -0.114 0.000
C -2.564499 -2.971915 0.943920 -0.116 0.361 -0.408
S -2.909193 -4.097798 -0.198124 0.053 -0.035 -0.173
S -3.531445 -2.983739 2.460534 0.226 0.612 0.231
C -5.202450 -2.741648 1.809234 0.189 -0.167 -0.786
C -5.404041 -1.366578 1.184664 -0.588 0.266 0.665
C -5.559594 -0.267052 2.264691 0.006 -0.529 -0.397
H -0.108795 3.022496 0.158464 -0.060 0.207 0.090
H 1.119158 1.876134 0.676333 0.050 0.020 -0.068
H 0.502331 3.037693 1.833521 -0.058 0.166 -0.098
H -1.221352 1.658451 2.400586 -0.367 0.004 -0.080
H -1.698173 1.399549 0.706513 -0.113 -0.022 0.017
H 0.236790 -0.284120 0.582152 -0.046 -0.037 0.065
H 0.500364 -0.004461 2.274456 0.101 0.006 -0.098
H -1.030220 -1.593583 2.829307 0.073 -0.097 -0.033
H -2.262264 -0.586646 2.096071 -0.061 -0.097 0.028
H 0.534173 -2.391036 1.048031 -0.155 0.068 0.236
H -0.358107 -3.764126 0.438322 -0.226 0.002 0.084
H 1.081189 -1.663002 -0.943838 0.192 -0.138 -0.122
H 0.670520 -3.265677 -1.491262 -0.028 -0.069 0.017
H -0.433450 -2.031282 -3.047846 0.023 0.017 -0.046
H -1.742626 -2.040269 -1.909493 0.071 -0.124 0.159
H -1.671887 0.210217 -1.708051 -0.011 0.260 -0.122
H 0.009816 0.190416 -1.227765 -0.090 -0.028 0.077
H 0.056088 -1.289135 -5.369724 0.176 0.154 0.333
H 1.167757 0.322539 -6.345736 0.078 0.023 -0.203
H -0.173382 0.792322 -7.166591 -0.023 0.095 -0.114
H -2.591955 -0.199637 -6.265392 0.073 0.306 -0.180
H -1.451558 -0.902458 -7.450625 0.012 0.207 -0.071
H -1.507339 -3.044051 -6.260736 0.092 0.004 0.121
H -3.063828 -2.496809 -6.823719 0.028 -0.086 -0.007
H -3.121049 -1.520840 -4.230505 0.102 0.082 0.088
H -2.331491 -3.112166 -4.093725 0.056 0.238 0.227
H -4.908575 -2.615451 -4.607927 -0.285 0.217 0.124
H 2.078403 0.837765 -4.524741 0.030 0.207 0.209
H 2.071918 0.686811 -2.298180 -0.101 0.301 -0.076
H 0.284570 2.234684 -2.170064 -0.086 0.009 0.100
H -0.269662 2.881725 -5.087710 0.038 -0.144 -0.068
H 1.303062 2.698042 -4.308574 -0.095 -0.155 -0.222
H 0.752634 5.071129 -4.459620 -0.052 0.076 -0.058
H -0.700132 4.830931 -3.470386 -0.078 0.084 -0.115
H 0.887173 4.544526 -2.784983 0.014 0.024 0.003
H -1.599214 3.282413 -2.043734 -0.226 0.055 0.159
H -2.348790 2.231656 -4.625269 0.101 -0.077 -0.022
H -2.670792 3.824806 -3.953209 0.172 0.025 -0.082
H -4.739617 3.097111 -3.891645 -0.004 -0.074 -0.168
H -4.038346 0.773303 -4.862251 0.043 -0.169 -0.071
H -5.584173 0.928349 -4.017106 -0.003 -0.071 -0.021
H -4.232007 0.200996 -3.175892 0.245 -0.099 -0.091
H -3.662637 2.016728 -1.273637 0.121 0.075 -0.009
H -4.624942 3.497252 -1.573568 0.281 0.042 0.048
H -5.355866 1.920012 -1.701962 -0.061 0.037 0.053
H -5.904082 -2.874191 2.629667 0.099 -0.109 0.183
H -5.377583 -3.533374 1.079964 0.008 -0.013 0.043
H -6.349074 -1.423311 0.638789 0.104 0.017 -0.192
H -4.606143 -1.119281 0.486431 0.005 -0.094 -0.151
H -6.331469 0.443772 1.977557 0.124 0.188 -0.040
H -5.902239 -0.755535 3.177757 0.079 0.208 0.180
H -4.620525 0.249549 2.449724 -0.017 0.074 0.146
C 4.742780 -4.427490 -0.205245 0.068 -0.027 0.198
C 4.710805 -2.956236 -0.554665 0.008 -0.273 0.001
C 5.660281 -2.070428 0.218103 0.069 0.081 -0.034
O 4.990489 -0.796979 0.151849 0.064 -0.047 0.040
C 3.666872 -1.046130 0.042204 0.082 -0.151 -0.067
O 2.815149 -0.218008 0.134780 -0.079 0.119 0.015
O 3.448160 -2.355985 -0.189520 0.003 0.132 0.016
H 5.378298 -4.969652 -0.906093 -0.014 0.026 -0.020
H 5.128579 -4.581893 0.804329 -0.193 0.012 -0.120
H 3.740276 -4.849569 -0.257774 -0.011 0.022 -0.107
H 4.831368 -2.809287 -1.631294 -0.052 0.065 -0.001
H 6.653473 -1.997185 -0.217314 -0.041 0.157 -0.056
H 5.736112 -2.367640 1.265643 -0.004 -0.089 -0.007
C 1.901457 7.079831 3.237905 -0.081 0.043 0.076
C 1.152075 6.830548 1.947737 0.096 0.015 0.229
C 0.406946 8.008536 1.368865 -0.020 0.058 -0.183
O -0.628686 7.357521 0.608348 0.055 0.094 0.052
C -0.878409 6.164907 1.199126 0.151 0.007 0.070
O -1.788983 5.452807 0.929121 -0.166 -0.091 -0.073
O 0.061396 5.897947 2.135175 0.031 0.022 -0.071
H 2.945764 7.306429 3.033081 0.006 0.032 -0.023
H 1.483648 7.922802 3.788618 -0.068 -0.037 0.019
H 1.853139 6.199707 3.877314 0.047 -0.058 -0.066
H 1.816826 6.394863 1.196363 -0.029 -0.024 -0.022
H 1.017259 8.637139 0.726386 -0.197 -0.121 -0.006
H -0.068923 8.610704 2.146756 0.065 -0.014 0.051
C 4.978949 11.351585 -2.431029 -0.102 0.099 0.023
C 4.506018 10.269763 -1.485159 0.074 0.193 -0.109
C 3.013854 10.036378 -1.428329 -0.061 -0.147 0.007
O 2.853302 9.488862 -0.108186 0.093 0.117 -0.224
C 3.856886 9.986207 0.663587 0.007 0.013 -0.097
O 3.907882 9.869966 1.842258 -0.015 -0.028 0.170
O 4.768093 10.617602 -0.105251 -0.007 -0.085 -0.040
H 5.280404 10.917895 -3.382980 0.003 -0.014 -0.002
H 4.196074 12.084469 -2.628762 0.009 0.033 0.082
H 5.831929 11.877569 -2.006765 0.065 -0.078 -0.001
H 5.030947 9.331644 -1.681834 0.000 -0.020 0.045
H 2.643827 9.339128 -2.175354 -0.019 -0.109 0.115
H 2.448765 10.969086 -1.481910 0.057 0.048 -0.058
C 7.634084 -8.985202 2.818677 0.007 0.005 0.128
C 7.710887 -7.542580 2.369948 -0.037 -0.260 0.102
C 8.692815 -6.666931 3.112853 0.077 0.100 -0.063
O 8.116878 -5.359954 2.940006 0.084 -0.075 0.037
C 6.784686 -5.524158 2.801152 -0.062 -0.070 0.052
O 5.985404 -4.642542 2.816604 0.027 0.134 0.107
O 6.477935 -6.828202 2.636327 0.119 -0.018 -0.079
H 8.256995 -9.612047 2.182577 0.002 0.006 -0.018
H 7.976035 -9.108746 3.846451 -0.089 0.036 0.039
H 6.611124 -9.352910 2.767579 -0.007 -0.001 -0.078
H 7.881641 -7.482626 1.292091 -0.013 0.048 -0.009
H 9.702521 -6.692120 2.712769 -0.022 0.151 -0.061
H 8.712811 -6.890617 4.181243 -0.006 -0.088 -0.006
C 3.448965 -8.092320 3.920222 0.046 0.071 0.074
C 3.408328 -9.400953 4.678272 0.048 0.224 -0.134
C 3.088727 -9.302378 6.151489 -0.079 -0.107 0.072
O 3.714046 -10.484671 6.673234 -0.046 0.090 -0.001
C 4.755013 -10.786421 5.862434 -0.032 0.074 -0.067
O 5.587970 -11.595975 6.100281 0.136 -0.087 0.038
O 4.711506 -10.029042 4.737821 -0.112 0.000 0.022
H 2.496728 -7.911278 3.423990 -0.010 -0.013 -0.001
H 3.645376 -7.247422 4.581259 0.095 -0.021 0.005
H 4.232425 -8.108507 3.165643 -0.041 -0.048 -0.058
H 2.738615 -10.110594 4.186062 0.005 -0.037 0.026
H 2.025789 -9.304245 6.376888 0.014 -0.146 0.053
H 3.562553 -8.433466 6.613572 -0.019 0.061 -0.068
C -9.029254 2.882256 3.804181 0.111 -0.011 0.065
C -9.572037 1.484330 4.011941 0.154 0.294 -0.137
C -9.262782 0.839920 5.341936 -0.103 -0.078 0.078
O -9.326248 -0.554140 5.013928 0.030 0.073 0.075
C -8.995871 -0.679827 3.705622 0.054 0.102 -0.053
O -8.774353 -1.711167 3.164062 0.070 -0.092 -0.094
O -8.952049 0.539927 3.111003 -0.152 -0.124 0.166
H -9.790840 3.624693 4.038048 -0.011 -0.003 0.001
H -8.164266 3.076715 4.439143 0.053 -0.055 -0.052
H -8.721834 3.018820 2.769080 -0.089 -0.010 -0.039
H -10.646860 1.457621 3.814247 -0.007 -0.049 -0.005
H -9.976398 1.077143 6.126650 -0.054 -0.142 -0.010
H -8.249993 1.068301 5.681727 0.003 0.084 -0.030
```
Forces are in eV/Å.

DFT total energy = -129631.5403 eV
Orbital gap = 7.73 eV
Maximum force = 1.76 eV Å⁻¹
LUMO level = 0.01066 Ha